10
Properties=species:S:1:pos:R:3:forces:R:3 method="wB97M-V/def2-TZVPD" gap_ha=0.3184 e_lumo_ev=-0.43 spin_multiplicity=1 max_force_ev_per_a=7.571 charge=0 e_homo_ev=-9.1 de_lowest_ev=1.601
C -0.881 -0.974 -0.041 4.3 5.7 2.6
C -1.144 0.364 0.321 -3.6 -1.3 -1.6
C -0.085 1.312 0.014 1.2 1.5 -2.0
C 1.514 -0.356 -0.055 -4.0 1.8 0.4
H -2.280 0.588 0.434 2.4 0.2 -0.2
H 0.032 2.396 -0.495 -2.3 -1.9 2.0
N 1.151 0.964 -0.129 1.0 -1.0 -0.1
O 0.434 -1.242 -0.092 -2.0 -2.2 -1.2
F -1.603 -1.997 -0.054 -1.4 -1.4 -0.3
S 2.863 -1.054 0.099 4.4 -1.4 0.3

=====

10
Properties=species:S:1:pos:R:3:forces:R:3 method="wB97M-V/def2-TZVPD" gap_ha="0.2386 / 0.2386" e_lumo_ev="-2.48 / -2.48" spin_multiplicity=1 max_force_ev_per_a=2.308 charge=0 e_homo_ev="-9.0 / -9.0" de_lowest_ev=3.493
C -0.051 -0.718 0.118 -0.1 -1.4 0.3
C 0.542 -1.829 0.324 -0.4 -1.0 -0.2
C 1.557 -0.791 0.238 0.4 -0.6 0.2
C -1.128 0.237 -0.074 -0.1 0.4 -0.1
I 0.189 -4.903 0.482 0.2 2.3 -0.1
H 2.144 -0.670 -0.664 0.0 0.1 -0.2
H 2.036 -0.420 1.136 0.0 0.1 0.2
H -0.854 0.952 -0.852 -0.1 0.0 0.0
H -1.320 0.783 0.849 0.0 0.1 0.0
H -2.039 -0.281 -0.373 0.0 0.0 0.0

=====

110
Properties=species:S:1:pos:R:3:forces:R:3 method="wB97M-V/def2-TZVPD" gap_ha=0.2247 e_lumo_ev=1.95 spin_multiplicity=1 max_force_ev_per_a=1.489 charge=-1 e_homo_ev=-4.2
C -1.791 -1.295 3.053 -0.3 -0.3 -0.3
C -1.544 -0.716 4.419 0.9 0.3 -0.5
O -2.305 -0.754 5.324 -0.9 -0.1 0.8
O -0.299 -0.164 4.497 0.3 -0.2 -0.3
C -0.197 1.276 4.659 -0.3 -0.5 -0.3
O -0.858 1.806 5.489 0.0 0.4 0.1
C 0.720 1.788 3.645 -0.1 0.5 0.2
Al 2.728 1.435 3.966 0.3 -0.1 -0.4
C 3.426 0.231 2.520 0.3 -0.1 0.0
C 3.849 0.856 1.164 0.2 0.0 -0.1
C 3.179 2.208 0.918 -0.1 0.2 0.1
I 3.061 2.748 -1.179 0.1 -0.1 0.0
N 3.692 2.968 4.112 -0.9 0.9 0.7
C 3.354 4.130 4.494 0.6 -0.3 -0.5
C 2.583 5.092 3.583 -0.1 0.1 -0.1
C 3.740 4.732 5.835 0.1 -0.3 0.1
P 2.906 0.204 6.018 -0.3 0.4 0.3
N 2.297 0.921 7.315 -0.2 -0.1 -0.1
H -2.871 -1.471 2.934 0.4 0.0 0.0
H -1.416 -0.632 2.264 -0.1 -0.1 0.2
H -1.255 -2.253 2.971 -0.1 0.3 0.0
H 0.486 2.856 3.534 0.3 -0.2 0.0
H 0.565 1.265 2.693 -0.1 0.0 0.2
H 2.722 -0.596 2.331 0.1 0.2 0.1
H 4.318 -0.246 2.964 -0.2 0.0 -0.1
H 4.940 1.013 1.143 -0.3 0.0 0.0
H 3.625 0.181 0.323 0.0 0.2 0.2
H 3.718 3.054 1.359 -0.3 -0.4 0.0
H 2.135 2.230 1.246 0.3 0.0 -0.1
H 3.207 5.327 2.706 -0.2 -0.1 0.3
H 2.318 6.035 4.083 0.0 -0.2 -0.1
H 1.667 4.611 3.215 0.3 0.1 0.1
H 2.822 4.883 6.424 0.2 0.0 -0.1
H 4.393 4.034 6.372 -0.2 0.2 -0.1
H 4.228 5.712 5.726 -0.1 -0.2 0.0
H 2.370 -1.083 5.769 0.1 -0.2 -0.1
H 4.266 -0.195 6.205 0.1 -0.2 -0.1
H 1.596 0.365 7.798 0.2 0.1 0.0
C -3.247 -4.911 3.750 0.0 0.1 0.0
C -2.609 -5.459 4.854 0.0 0.0 0.0
C -2.121 -6.758 4.794 0.0 0.0 0.0
C -2.264 -7.503 3.631 0.0 0.0 0.0
C -2.896 -6.951 2.524 0.0 0.0 0.0
C -3.387 -5.654 2.587 -0.1 0.0 0.0
H -3.639 -3.902 3.796 0.0 0.0 0.0
H -2.496 -4.876 5.759 0.0 0.0 0.0
H -1.626 -7.188 5.655 0.0 0.0 0.0
H -1.879 -8.515 3.586 0.0 0.0 0.0
H -3.005 -7.530 1.616 0.0 0.0 0.0
H -3.890 -5.218 1.733 0.0 0.0 0.0
C 2.567 -5.590 5.442 0.0 0.0 0.0
C 3.622 -6.275 6.030 0.0 0.0 0.0
C 4.333 -5.693 7.070 0.0 0.0 0.0
C 3.990 -4.425 7.520 0.0 0.0 0.0
C 2.931 -3.742 6.937 0.0 0.0 0.0
C 2.219 -4.326 5.899 0.0 0.0 0.0
H 2.019 -6.038 4.624 0.0 0.0 0.0
H 3.894 -7.261 5.673 0.0 0.0 0.0
H 5.162 -6.223 7.523 0.0 0.0 0.0
H 4.551 -3.962 8.322 0.0 0.0 0.0
H 2.667 -2.751 7.282 0.0 0.0 0.0
H 1.403 -3.784 5.437 0.0 0.0 0.0
C -7.226 -3.577 0.155 0.0 0.0 0.0
C -8.014 -2.820 1.012 0.0 0.0 0.0
C -7.419 -1.971 1.936 0.0 0.0 0.0
C -6.036 -1.877 2.003 0.0 0.0 0.0
C -5.249 -2.634 1.146 0.0 0.0 0.0
C -5.843 -3.484 0.223 0.0 0.0 0.0
H -7.690 -4.240 -0.564 0.0 0.0 0.0
H -9.093 -2.892 0.960 0.0 0.0 0.0
H -8.033 -1.383 2.606 0.0 0.0 0.0
H -5.571 -1.217 2.725 0.0 0.0 0.0
H -4.170 -2.562 1.200 0.0 0.0 0.0
H -5.227 -4.076 -0.442 0.0 0.0 0.0
C 1.924 8.420 -4.715 0.0 0.0 0.0
C 0.815 7.608 -4.518 0.0 0.0 0.0
C 0.964 6.368 -3.911 0.0 0.0 0.0
C 2.219 5.937 -3.504 0.0 0.0 -0.1
C 3.327 6.749 -3.701 0.0 0.0 0.0
C 3.180 7.991 -4.305 0.0 0.0 0.0
H 1.810 9.388 -5.186 0.0 0.0 0.0
H -0.165 7.942 -4.834 0.0 0.0 0.0
H 0.100 5.734 -3.756 0.0 0.0 0.0
H 2.337 4.968 -3.036 0.0 0.1 0.0
H 4.304 6.412 -3.377 0.0 0.0 0.0
H 4.044 8.625 -4.457 0.0 0.0 0.0
C -0.384 3.638 -8.295 0.0 0.0 0.0
C 0.211 4.237 -7.193 0.0 0.0 0.0
C 0.590 3.465 -6.104 0.0 0.0 0.0
C 0.379 2.093 -6.114 0.0 0.0 0.0
C -0.216 1.494 -7.217 0.0 0.0 0.0
C -0.597 2.266 -8.306 0.0 0.0 0.0
H -0.681 4.238 -9.146 0.0 0.0 0.0
H 0.383 5.306 -7.178 0.0 0.0 0.0
H 1.056 3.936 -5.249 0.0 0.0 0.0
H 0.676 1.495 -5.263 0.0 0.0 0.0
H -0.382 0.423 -7.225 0.0 0.0 0.0
H -1.065 1.799 -9.164 0.0 0.0 0.0
C -0.644 -1.206 -12.065 0.0 0.0 0.0
C -1.524 -1.731 -13.001 0.0 0.0 0.0
C -2.874 -1.843 -12.698 0.0 0.0 0.0
C -3.345 -1.431 -11.459 0.0 0.0 0.0
C -2.465 -0.906 -10.522 0.0 0.0 0.0
C -1.115 -0.794 -10.826 0.0 0.0 0.0
H 0.409 -1.116 -12.300 0.0 0.0 0.0
H -1.158 -2.052 -13.968 0.0 0.0 0.0
H -3.560 -2.254 -13.428 0.0 0.0 0.0
H -4.398 -1.518 -11.223 0.0 0.0 0.0
H -2.831 -0.583 -9.556 0.0 0.0 0.0
H -0.428 -0.387 -10.094 0.0 0.0 0.0

=====

37
Properties=species:S:1:pos:R:3:forces:R:3 method="wB97M-V/def2-TZVPD" gap_ha=0.2430 e_lumo_ev=-12.16 spin_multiplicity=1 max_force_ev_per_a=2.815 charge=+3 e_homo_ev=-18.8
Ti -0.366 0.143 -0.239 1.9 -0.2 -0.4
C -0.834 -1.411 3.110 2.0 0.6 0.2
C 0.756 -1.332 2.921 -1.1 1.0 0.9
S 1.233 -0.073 1.661 0.0 0.7 0.2
C 0.584 1.613 2.200 0.9 -0.3 0.4
C -0.918 1.860 2.182 -1.7 -0.9 1.1
S -1.975 1.630 0.605 -0.4 0.2 0.5
C -3.472 0.574 1.040 -0.8 1.9 0.6
C -3.261 -0.683 1.800 0.4 -2.2 0.6
S -1.573 -1.422 1.417 -0.7 0.5 1.3
H -1.118 -0.556 3.788 -0.1 -0.9 -1.1
H -1.162 -2.349 3.573 0.3 0.1 0.0
H 1.205 -2.205 2.499 0.1 -0.8 -0.2
H 1.320 -1.117 3.880 -0.8 -0.1 -1.0
H 1.045 2.317 1.516 0.4 -0.1 -0.3
H 1.105 1.832 3.190 -1.2 -0.3 -0.9
H -1.163 2.892 2.392 0.4 0.4 0.3
H -1.473 1.244 2.932 0.5 0.6 -0.6
H -3.870 0.333 0.086 -0.2 0.0 -1.2
H -4.252 1.269 1.491 1.1 -0.8 -0.3
H -3.888 -1.525 1.420 -0.1 1.0 0.2
H -3.471 -0.658 2.902 0.7 0.2 -0.9
S 0.787 1.888 -1.538 -1.1 -0.1 1.2
C 1.927 0.997 -2.455 0.6 -0.9 -2.6
N 1.626 0.560 -3.700 0.6 0.0 2.1
C 2.681 -0.298 -4.333 -0.6 1.2 -1.7
C 3.940 -0.160 -3.520 1.5 -0.4 0.8
S 3.543 0.743 -1.983 -0.7 -0.3 0.3
H 0.643 0.587 -3.986 0.7 0.0 -0.3
H 2.842 0.068 -5.381 -0.2 -0.4 0.9
H 2.362 -1.329 -4.389 -0.3 -0.2 0.1
H 4.776 0.424 -3.914 -0.4 0.0 -0.6
H 4.384 -1.154 -3.295 -0.4 0.7 0.2
Cl 0.454 -1.713 -1.942 -0.7 0.8 1.1
C -1.181 -0.895 -1.725 0.2 -1.7 -0.8
H -1.816 -1.762 -1.595 -0.6 0.2 0.2
H -1.421 -0.332 -2.613 -0.1 0.2 -0.2

=====

18
Properties=species:S:1:pos:R:3:forces:R:3 method="wB97M-V/def2-TZVPD" gap_ha=0.3344 e_lumo_ev=0.68 spin_multiplicity=1 max_force_ev_per_a=7.330 charge=0 e_homo_ev=-8.4 de_lowest_ev=6.192
C 1.249 1.168 -0.762 -1.0 -0.2 -1.5
C 0.871 0.429 0.614 0.3 -2.2 2.0
C -1.483 0.642 0.275 5.3 -2.0 -1.2
C -1.823 -0.656 -0.581 3.8 1.2 2.2
H 2.051 1.927 -0.436 -1.1 -1.2 -0.9
H 1.803 0.214 -1.499 -2.1 3.3 2.0
H 0.302 1.817 -1.503 3.1 -2.3 2.8
H -0.616 -0.201 2.045 1.7 1.3 -1.3
H -2.221 0.811 0.843 -5.9 1.4 4.1
H -1.226 1.548 -0.222 -0.2 0.3 -1.0
H -1.250 -0.671 -1.441 1.7 0.3 -1.9
H -2.752 -0.680 -0.964 -3.7 0.4 -0.6
H -0.661 -1.968 0.450 -2.9 0.6 -1.4
H 3.157 -1.805 0.626 1.3 -2.4 1.1
N -0.302 0.596 1.395 -3.0 -0.3 -3.2
N 1.644 -0.489 1.185 0.2 2.1 -4.4
O -1.635 -1.870 0.074 2.7 -1.1 2.3
S 2.892 -0.811 -0.098 -0.1 0.7 1.0

=====

16
Properties=species:S:1:pos:R:3:forces:R:3 method="wB97M-V/def2-TZVPD" gap_ha=0.2477 e_lumo_ev=0.03 spin_multiplicity=1 max_force_ev_per_a=5.081 charge=0 e_homo_ev=-6.7 de_lowest_ev=5.707
C 1.921 1.055 0.718 2.4 1.0 0.2
C 2.405 0.395 -0.383 -1.5 2.0 1.7
C 0.504 1.434 0.907 -0.1 -0.4 1.3
C -0.864 -0.357 -1.460 -0.9 -0.8 1.1
C -0.561 0.712 0.631 0.1 -1.8 -0.7
C -1.223 -0.281 0.017 2.0 3.9 -0.5
C 1.531 -0.219 -1.200 -4.1 -2.6 -1.5
C -2.112 -1.264 0.592 0.8 -1.5 -2.2
N 0.429 -0.403 -1.662 1.2 1.5 0.3
H 2.777 1.551 1.332 -2.0 -0.8 -0.8
H 3.359 0.407 -0.724 3.2 -0.1 -0.1
H 0.326 2.344 1.464 0.2 0.5 -0.4
H -1.643 -0.685 -2.125 0.4 -0.2 -0.7
H -1.494 -2.140 0.416 -0.3 -0.9 0.6
H -2.927 -1.383 -0.094 -0.9 -0.1 -0.1
H -2.428 -1.166 1.571 -0.4 0.4 1.9

=====

Q: Which of these has the highest charge?
A: C10H19ClNS5Ti

=====

Q: What is the charge in the fourth record?
A: +3